A 2-piece molecular cluster, C5H14 overall at a distorted geometry, computed with the ωB97M-V functional and the def2-TZVPD basis.

Values from the calculation:
**Structure (SMILES)**: CCC.CC
**Total charge**: 0
**Energy**: -198.8151 a.u.
**Strongest force on any atom**: 5.24 eV/A
**Kohn-Sham gap**: 12.10 eV
**HOMO energy**: -11.0 eV

Geometry (Å):
H  -1.36  -3.31  -1.36
H  -2.07  -1.82  -0.38
C  -0.74  2.68  0.40
H  0.63  -0.54  -0.56
H  -1.00  3.52  0.97
H  -1.47  2.34  -0.35
H  -0.60  -2.30  1.33
H  0.39  -3.50  0.27
H  2.08  -1.81  -0.41
H  1.32  2.01  -0.01
H  1.15  3.61  0.83
H  1.33  -0.93  1.01
C  0.74  2.85  -0.04
H  0.85  3.34  -0.98
C  1.16  -1.46  0.11
H  -0.61  -1.67  -1.62
C  -1.13  -2.37  -0.79
H  -0.68  1.85  1.24
C  0.02  -2.51  0.36

Atom charges from the natural (NBO) analysis, given in e for atoms 1 to 2: H 0.211; H 0.211